174
Properties=species:S:1:pos:R:3:forces:R:3:mulliken_charge:R:1 method="wB97M-V/def2-TZVPD" e_lumo_ha=0.003 gap_ev=8.7 energy_ha=-4221.64168 e_homo_ev=-8.6113
C 0.653 -3.409 2.806 -1.001 -0.767 0.233 0.743
C -0.229 -2.744 2.314 0.386 1.260 -0.111 -1.287
C -1.148 -1.726 1.725 -0.063 -1.191 0.414 -0.398
Si -1.366 -1.821 -0.163 0.582 0.967 -1.182 -1.146
C -2.503 -0.357 -0.627 0.139 -0.553 -0.109 -0.691
C -3.233 -0.555 -1.980 0.146 0.749 -0.170 0.842
C -4.407 0.410 -2.248 -0.662 -0.153 0.058 -0.327
C -5.510 0.423 -1.158 -0.516 -0.015 -0.745 -0.647
C -6.708 -0.524 -1.443 0.111 0.043 1.328 -0.123
N -7.507 -0.690 -0.195 0.008 -0.140 -0.383 -0.746
O -1.956 -3.321 -0.708 -1.398 1.135 1.412 0.279
Si -3.384 -3.860 -0.013 0.905 -1.873 -1.945 -0.803
N -4.033 -5.084 -1.104 -0.191 1.746 0.549 -0.505
C -4.145 -4.589 -2.506 0.038 -1.140 -1.015 0.714
C -2.830 -4.846 -3.301 -0.148 0.591 0.761 -1.074
O -4.607 -2.636 0.104 0.612 0.582 1.162 0.214
C -4.734 -2.134 1.301 -0.750 -0.699 -0.860 0.829
N -4.992 -1.816 2.380 0.410 0.342 0.050 -0.664
B -3.016 -4.784 1.707 0.401 -0.600 1.404 0.067
O -3.891 -4.860 2.799 0.798 0.182 -0.348 -0.559
O -1.807 -5.444 1.789 -0.739 0.725 -0.401 -0.613
C 0.259 -1.512 -1.124 0.260 -1.548 0.014 0.871
C 0.394 -2.620 -2.225 -0.005 0.366 0.517 -1.731
C 1.526 -1.606 -0.235 0.228 0.852 -0.346 -1.218
C 1.764 -0.405 0.720 0.842 0.087 -0.505 -0.068
C 1.554 0.978 0.033 0.041 -1.249 0.928 -0.842
H 1.095 -4.231 3.355 0.198 0.758 -0.374 -0.133
H -2.118 -1.843 2.242 0.111 0.108 -0.302 0.672
H -0.840 -0.694 1.947 0.143 -0.297 0.004 0.732
H -3.158 -0.093 0.215 -0.035 -0.071 -0.286 0.796
H -1.807 0.487 -0.767 -0.185 -0.125 0.290 0.768
H -2.482 -0.354 -2.764 -0.204 -0.268 0.096 0.591
H -3.584 -1.576 -2.163 0.034 0.114 0.273 -1.133
H -4.887 0.065 -3.181 0.299 0.384 0.465 -0.384
H -4.099 1.448 -2.442 0.388 -0.297 0.209 0.288
H -5.154 0.189 -0.147 0.208 0.031 -0.261 0.243
H -5.933 1.441 -1.101 0.140 -0.225 0.117 0.340
H -7.375 -0.121 -2.214 0.345 -0.074 -0.091 0.431
H -6.373 -1.526 -1.727 0.045 0.304 -0.290 -0.067
H -7.255 0.015 0.487 -0.068 0.061 -0.033 0.306
H -7.279 -1.579 0.232 -0.077 0.032 0.047 0.295
H -4.989 -5.221 -0.770 0.103 -0.395 -0.007 0.274
H -4.904 -5.220 -2.996 0.004 0.320 0.229 0.004
H -4.507 -3.560 -2.605 0.243 -0.112 0.125 -0.231
H -2.480 -3.913 -3.762 -0.118 -0.296 -0.138 0.116
H -2.968 -5.632 -4.050 0.134 0.216 0.118 0.466
H -2.061 -5.139 -2.574 -0.081 -0.103 -0.339 0.226
H -3.866 -4.063 3.342 -0.510 0.116 -0.034 0.351
H -1.557 -5.540 2.716 -0.071 -0.350 0.089 0.251
H 0.225 -0.559 -1.667 -0.069 -0.034 0.374 0.755
H -0.463 -2.572 -2.909 0.295 -0.234 0.005 0.342
H 1.340 -2.486 -2.768 -0.301 0.104 -0.050 0.487
H 0.447 -3.611 -1.753 -0.208 0.161 -0.210 0.215
H 1.578 -2.569 0.287 -0.191 0.276 0.029 0.100
H 2.393 -1.611 -0.923 -0.234 0.003 0.107 0.629
H 1.234 -0.473 1.674 -0.053 -0.013 -0.239 -0.098
H 2.837 -0.437 0.976 -0.320 -0.116 0.203 0.471
H 2.200 1.035 -0.847 -0.367 0.164 -0.023 0.228
H 0.490 1.065 -0.212 0.269 0.474 -0.172 -0.026
H 1.860 1.734 0.764 -0.251 0.121 -0.306 0.376
C 0.981 -1.088 6.423 0.070 0.184 -0.289 -0.888
C 1.658 -0.185 5.480 -0.168 -0.248 0.227 0.495
N 2.188 0.520 4.743 0.004 -0.005 0.073 -0.496
H 0.710 -0.541 7.324 0.072 0.013 0.010 0.330
H 0.081 -1.497 5.966 0.034 0.016 -0.074 0.256
H 1.646 -1.906 6.690 0.000 0.011 0.017 0.325
C 5.098 0.599 7.379 -0.253 -0.239 0.114 -0.770
C 4.175 -0.354 8.017 0.248 0.370 -0.203 0.382
N 3.453 -1.094 8.516 0.031 0.011 0.030 -0.467
H 5.873 0.051 6.846 0.000 -0.006 0.011 0.329
H 4.553 1.228 6.676 -0.078 -0.040 0.025 0.243
H 5.559 1.230 8.136 -0.011 -0.018 0.018 0.280
C 4.112 3.940 -0.221 -0.443 -0.325 -0.067 -0.359
C 3.764 3.271 -1.478 0.078 0.237 0.213 0.456
N 3.504 2.757 -2.473 0.063 0.039 -0.004 -0.505
H 5.069 3.576 0.141 -0.161 0.076 -0.137 -0.059
H 4.181 5.014 -0.386 0.018 -0.255 0.083 0.316
H 3.348 3.738 0.530 -0.026 -0.086 -0.054 0.280
C -5.750 -0.894 -6.446 0.127 -0.091 0.120 -0.769
C -5.500 -1.464 -5.120 -0.075 -0.066 -0.392 0.494
N -5.301 -1.907 -4.079 -0.102 -0.182 -0.297 -0.352
H -6.823 -0.814 -6.616 -0.002 0.007 0.050 0.313
H -5.300 0.100 -6.500 -0.132 -0.233 -0.010 0.193
H -5.312 -1.535 -7.211 0.052 -0.049 0.079 0.268
C -0.916 -4.767 -6.771 -0.573 0.406 -0.122 -0.549
C -2.030 -3.891 -7.172 0.255 -0.262 0.179 0.450
N -2.889 -3.201 -7.495 -0.041 0.030 0.016 -0.453
H -0.034 -4.535 -7.360 -0.252 -0.014 0.072 0.076
H -0.688 -4.617 -5.716 -0.004 0.009 -0.003 0.169
H -1.186 -5.808 -6.931 0.020 0.002 -0.020 0.290
C -7.475 -6.503 -4.866 0.340 -0.161 -0.191 -0.454
C -6.412 -7.336 -5.443 -0.235 0.223 0.067 0.432
N -5.586 -7.993 -5.895 -0.002 0.015 0.045 -0.503
H -7.038 -5.638 -4.370 -0.015 0.008 -0.004 0.160
H -8.148 -6.162 -5.649 0.006 -0.008 0.000 0.335
H -8.041 -7.078 -4.140 -0.042 0.017 -0.018 0.010
C 3.389 -3.635 -8.436 -0.177 -0.206 0.129 -0.780
C 2.535 -4.659 -7.820 0.251 0.147 -0.115 0.435
N 1.865 -5.457 -7.338 0.450 -0.055 -0.085 -0.447
H 4.200 -4.113 -8.982 -0.008 -0.006 0.002 0.279
H 2.801 -3.032 -9.125 -0.002 -0.005 0.006 0.280
H 3.806 -2.992 -7.665 -0.009 -0.005 0.003 0.266
C 0.195 3.423 5.746 -0.191 0.299 -0.158 -0.527
C -0.221 4.743 5.255 0.056 -0.294 0.108 0.249
N -0.546 5.778 4.879 0.077 0.027 0.018 -0.437
H -0.567 2.683 5.506 0.001 0.021 -0.058 0.318
H 1.134 3.130 5.282 0.002 -0.040 0.040 0.214
H 0.331 3.457 6.823 0.072 0.009 -0.018 0.172
C 5.598 5.937 -4.142 -0.036 0.062 0.193 -0.795
C 5.267 6.189 -2.737 0.106 -0.069 -0.284 0.337
N 5.007 6.374 -1.636 0.134 0.460 -0.255 -0.474
H 5.806 4.878 -4.285 -0.036 -0.008 0.029 0.258
H 4.761 6.226 -4.775 -0.023 -0.027 0.027 0.291
H 6.477 6.518 -4.416 0.020 0.002 0.083 0.318
C 2.823 2.899 10.771 -0.019 -0.048 -0.273 -0.927
C 2.472 2.869 9.347 0.017 0.089 0.224 0.322
N 2.188 2.862 8.235 0.124 -0.146 0.112 -0.292
H 3.041 1.890 11.117 -0.017 -0.004 -0.017 0.308
H 3.698 3.528 10.920 -0.028 0.035 -0.021 0.292
H 1.991 3.302 11.345 0.003 0.016 -0.018 0.305
C 7.658 1.832 1.986 -0.111 0.258 -0.112 -0.754
C 7.230 3.141 1.477 0.184 -0.222 0.131 0.413
N 6.895 4.163 1.075 0.315 -0.034 0.201 -0.433
H 6.907 1.081 1.747 -0.004 0.008 0.003 0.267
H 8.604 1.550 1.528 -0.006 0.007 -0.005 0.271
H 7.784 1.881 3.066 -0.008 0.005 -0.004 0.257
C -8.446 -8.178 -0.915 -0.143 0.229 -0.188 -0.813
C -9.115 -7.151 -1.727 0.066 -0.189 0.253 0.444
N -9.637 -6.349 -2.361 0.055 -0.081 0.046 -0.443
H -8.749 -8.078 0.125 0.001 0.007 -0.005 0.326
H -8.720 -9.168 -1.274 0.009 0.002 0.003 0.296
H -7.366 -8.059 -0.986 -0.003 -0.011 0.003 0.242
C -4.555 -10.852 -4.473 -0.077 -0.197 0.338 -0.493
C -4.932 -11.581 -3.254 0.113 0.134 -0.264 0.292
N -5.226 -12.146 -2.299 -0.024 0.033 -0.011 -0.387
H -4.876 -9.816 -4.399 0.013 0.002 -0.069 0.051
H -3.475 -10.881 -4.603 -0.004 -0.004 0.012 0.264
H -5.030 -11.308 -5.339 -0.011 0.027 -0.003 0.257
C 6.278 9.126 0.342 -0.108 0.264 0.161 -0.584
C 5.920 10.369 1.037 0.088 -0.271 -0.154 0.337
N 5.640 11.340 1.581 0.032 -0.041 -0.015 -0.365
H 6.747 8.434 1.039 -0.027 -0.022 -0.008 0.264
H 5.387 8.660 -0.074 0.039 -0.048 -0.020 0.191
H 6.973 9.342 -0.468 -0.035 -0.011 -0.029 0.114
C 10.291 8.695 -1.446 -0.226 -0.161 -0.150 -0.866
C 9.246 7.993 -2.203 0.222 0.139 0.162 0.352
N 8.430 7.446 -2.794 -0.009 0.032 -0.025 -0.350
H 9.927 9.672 -1.134 0.006 0.000 -0.006 0.276
H 10.559 8.115 -0.565 -0.008 -0.003 -0.005 0.272
H 11.173 8.825 -2.070 -0.007 0.002 -0.002 0.314
C 5.773 13.967 3.392 -0.132 0.380 0.217 -0.669
C 5.417 15.211 4.089 0.110 -0.259 -0.134 0.226
N 5.140 16.183 4.633 0.005 -0.017 -0.010 -0.360
H 6.241 13.275 4.088 -0.013 -0.018 -0.016 0.274
H 4.882 13.503 2.978 0.039 -0.033 -0.026 0.270
H 6.467 14.181 2.583 -0.021 -0.026 -0.018 0.270
C -4.178 4.067 -4.448 -0.075 -0.219 -0.184 -0.904
C -4.550 2.969 -5.349 0.079 0.204 0.230 0.430
N -4.841 2.107 -6.047 0.079 0.281 0.047 -0.487
H -4.718 3.970 -3.509 -0.001 -0.015 -0.006 0.245
H -3.109 4.034 -4.251 -0.004 -0.012 -0.001 0.270
H -4.429 5.021 -4.908 -0.001 -0.007 -0.003 0.346
C 1.929 -7.342 4.302 -0.075 0.285 0.097 -0.892
C 1.608 -6.089 4.999 0.082 -0.299 0.079 0.484
N 1.360 -5.122 5.568 0.027 -0.112 -0.104 -0.408
H 2.391 -8.040 4.997 -0.005 0.014 0.009 0.335
H 1.019 -7.784 3.901 0.007 0.000 -0.003 0.262
H 2.619 -7.143 3.484 -0.009 -0.001 -0.001 0.281
C 2.508 7.525 6.206 0.021 -0.093 0.293 -0.777
C 2.750 6.933 7.529 -0.067 0.121 -0.284 0.358
N 2.939 6.471 8.562 0.018 -0.020 0.006 -0.385
H 1.439 7.650 6.045 -0.001 -0.058 -0.015 0.243
H 2.996 8.496 6.143 0.010 -0.009 0.018 0.316
H 2.908 6.873 5.432 -0.025 -0.013 0.002 0.239